Record 1
25
Properties=species:S:1:pos:R:3 method="wB97M-V/def2-TZVPD" multiplicity=1 charge=0 smiles="C[C@@H]1C(=C2C=CC(Br)C=C2)[C@H]1C"
C 1.812 2.437 0.564
C 1.719 1.105 -0.042
C 0.718 0.085 -0.090
C -0.567 -0.216 -0.392
C -1.380 0.525 -1.252
C -2.683 0.232 -1.457
C -3.389 -0.823 -0.752
Br -4.735 0.236 0.428
C -2.479 -1.707 0.059
C -1.226 -1.340 0.323
C 1.916 -0.176 0.819
C 2.998 -1.274 0.660
H 1.242 2.411 1.530
H 1.250 3.167 -0.118
H 2.812 2.808 0.621
H 2.430 1.110 -0.834
H -0.911 1.401 -1.778
H -3.133 0.758 -2.279
H -4.146 -1.386 -1.315
H -2.845 -2.632 0.522
H -0.535 -1.979 0.757
H 1.427 -0.079 1.882
H 3.215 -1.675 1.713
H 3.889 -0.900 0.319
H 2.603 -2.088 0.112

=====

Record 2
8
Properties=species:S:1:pos:R:3 method="wB97M-V/def2-TZVPD" multiplicity=1 charge=0
C 0.276 1.383 -0.889
C -0.168 0.509 0.053
O -1.403 1.418 -2.329
S 1.354 2.435 -1.236
Br -1.046 1.427 1.635
Br -2.667 0.285 -2.225
H -0.918 -0.371 -0.218
H 0.663 0.011 0.567

=====

Record 3
66
Properties=species:S:1:pos:R:3 method="wB97M-V/def2-TZVPD" multiplicity=1 charge=-3
C 1.584 -1.189 4.722
C 0.504 -1.728 5.748
O -0.318 -2.793 5.257
C -1.086 -2.328 4.132
C -2.611 -2.740 4.171
O -3.103 -2.849 2.839
C -3.204 -1.532 2.218
C -2.232 -1.464 0.975
C -2.034 -2.740 0.256
C -1.101 -2.730 -0.877
C -0.384 -1.459 -1.292
C -0.632 -0.196 -0.573
C -1.560 -0.185 0.565
C -1.846 1.148 1.363
C -1.136 2.427 0.778
C 0.405 2.472 1.079
O 0.899 1.524 1.672
N 1.245 3.596 0.676
C 1.553 3.483 -0.755
C 0.878 4.308 -1.763
C 1.177 4.147 -3.227
C 2.157 3.164 -3.721
C 2.859 2.366 -2.689
C 2.567 2.524 -1.258
C 0.625 -1.515 -2.465
O 0.769 -0.593 -3.282
C 1.414 -2.850 -2.537
C 2.915 -2.946 -2.944
C 3.289 -2.211 -4.302
C 0.735 -4.016 -2.174
C -0.745 -3.983 -1.714
O -1.555 -4.872 -2.032
H 2.615 -1.496 5.067
H 1.505 -0.065 4.695
H 1.475 -1.576 3.679
H 1.022 -2.006 6.705
H -0.197 -0.870 5.997
H -1.058 -1.202 4.016
H -0.625 -2.777 3.206
H -2.795 -3.670 4.787
H -3.186 -1.915 4.689
H -2.903 -0.713 2.928
H -4.271 -1.451 1.873
H -2.536 -3.688 0.549
H -0.085 0.713 -0.940
H -2.958 1.350 1.299
H -1.508 1.040 2.430
H -1.237 2.433 -0.351
H -1.616 3.381 1.140
H 2.136 3.509 1.182
H 0.115 5.086 -1.486
H 0.617 4.773 -3.973
H 2.352 3.040 -4.811
H 3.628 1.637 -3.061
H 3.168 1.865 -0.574
H 3.267 -4.019 -2.973
H 3.512 -2.452 -2.121
H 4.166 -1.529 -4.081
H 3.704 -3.001 -4.999
H 2.459 -1.618 -4.754
H 1.221 -5.026 -2.158
O -2.691 4.255 -4.576
P -2.806 5.205 -3.366
O -1.670 6.252 -3.427
O -2.674 4.382 -2.061
O -4.175 5.915 -3.375

=====

Record 4
89
Properties=species:S:1:pos:R:3 method="wB97M-V/def2-TZVPD" multiplicity=1 charge=+1
O 1.696 -3.012 2.556
C 0.744 -3.636 2.447
N -0.201 -4.340 2.024
N -1.166 -3.534 1.378
N -1.930 -2.811 2.185
C -2.832 -2.106 1.531
C -3.689 -1.209 2.414
C -3.080 0.222 2.364
O -2.261 0.451 3.492
C -3.046 -2.100 0.111
C -4.151 -1.279 -0.517
C -3.761 0.183 -0.792
O -4.477 1.072 -0.437
C -2.181 -2.878 -0.662
C -1.205 -3.598 0.062
C -0.176 -4.464 -0.665
O 1.149 -4.039 -0.435
C 1.506 -2.828 -1.011
C 2.708 -2.271 -0.547
C 3.210 -1.079 -1.069
C 2.492 -0.392 -2.066
C 1.299 -0.944 -2.525
C 0.809 -2.161 -2.015
H -3.606 -1.546 3.452
H -4.739 -1.225 2.124
H -2.446 0.350 1.469
H -3.909 0.940 2.285
H -1.599 1.079 3.172
H -4.357 -1.738 -1.498
H -5.091 -1.347 0.034
H -2.793 0.380 -1.297
H -2.244 -2.924 -1.742
H -0.260 -5.487 -0.276
H -0.407 -4.537 -1.736
H 3.293 -2.772 0.221
H 4.155 -0.690 -0.700
H 2.876 0.537 -2.479
H 0.713 -0.461 -3.303
H -0.105 -2.568 -2.431
C 1.011 3.011 2.985
C 2.286 3.099 2.179
O 1.973 3.558 0.858
O 0.093 2.144 2.316
H 1.200 2.621 3.984
H 0.541 3.999 3.070
H 2.734 2.112 2.072
H 3.012 3.769 2.645
H 1.729 4.488 0.925
H 0.213 2.324 1.374
C 3.239 -0.823 4.328
C 4.669 -1.314 4.418
O 5.358 -0.613 5.452
O 3.211 0.575 4.082
H 2.707 -1.314 3.519
H 2.712 -1.013 5.273
H 5.201 -1.099 3.491
H 4.707 -2.391 4.611
H 5.004 -0.909 6.297
H 3.947 0.951 4.585
C -7.025 4.916 -0.581
C -5.896 4.672 0.398
O -6.278 3.658 1.331
O -8.203 5.300 0.110
H -6.770 5.709 -1.284
H -7.242 3.997 -1.143
H -5.694 5.573 0.975
H -4.980 4.366 -0.119
H -6.307 2.824 0.850
H -8.221 4.779 0.922
C 4.125 3.439 -2.298
C 4.563 4.568 -1.387
O 4.831 4.065 -0.075
O 2.960 2.797 -1.788
H 3.891 3.811 -3.296
H 4.927 2.692 -2.375
H 3.764 5.300 -1.285
H 5.456 5.065 -1.776
H 5.636 3.539 -0.125
H 3.057 2.784 -0.823
C -0.125 -4.115 -5.809
C 0.894 -3.174 -6.417
O 2.199 -3.739 -6.300
O 0.203 -4.368 -4.445
H -1.128 -3.688 -5.848
H -0.126 -5.072 -6.344
H 0.915 -2.233 -5.868
H 0.668 -2.971 -7.468
H 2.252 -4.489 -6.903
H 1.168 -4.417 -4.411

=====

Record 5
82
Properties=species:S:1:pos:R:3 method="wB97M-V/def2-TZVPD" multiplicity=1 charge=0 smiles="C=CCc1c(B(O)O)c(N(C)C(C)=O)c(CCCCCN)c2c1C(=O)c1c(cc(P(=O)(O)O)c(COC)c1NCC)C2=O"
C 5.108 -2.497 2.123
C 4.888 -1.180 1.623
C 4.130 -0.902 0.245
C 2.953 0.191 0.473
C 3.297 1.721 0.316
B 4.819 2.252 -0.026
O 5.894 2.000 0.891
O 5.144 2.960 -1.254
C 2.214 2.846 0.519
N 2.666 4.245 0.392
C 2.043 4.963 -0.763
C 2.585 4.990 1.656
C 1.860 6.393 1.886
O 3.144 4.459 2.666
C 0.726 2.425 0.844
C -0.419 3.544 1.033
C -1.594 3.463 -0.066
C -1.586 4.648 -1.155
C -1.011 4.222 -2.599
C -1.715 2.903 -3.223
N -2.096 3.175 -4.650
C 0.388 0.897 1.002
C 1.483 -0.232 0.846
C 1.062 -1.772 1.074
O 1.903 -2.641 1.424
C -0.447 -2.230 0.910
C -1.548 -1.144 1.012
C -3.051 -1.429 0.830
C -3.510 -2.915 0.561
P -5.360 -3.185 0.407
O -5.833 -3.776 1.768
O -5.817 -4.294 -0.793
O -6.120 -1.674 0.250
C -2.421 -4.037 0.476
C -2.957 -5.540 0.237
O -2.301 -6.519 1.081
C -3.030 -7.766 0.893
C -0.893 -3.691 0.657
N 0.044 -4.814 0.586
C 0.681 -4.987 -0.758
C 0.201 -3.954 -1.884
C -1.083 0.368 1.333
O -1.972 1.079 1.905
H 5.549 -3.308 1.456
H 4.802 -2.761 3.195
H 5.238 -0.263 2.230
H 4.858 -0.573 -0.595
H 3.598 -1.833 -0.187
H 5.504 1.948 1.795
H 5.393 3.864 -0.930
H 1.046 5.468 -0.543
H 1.971 4.191 -1.620
H 2.824 5.734 -1.132
H 1.892 7.106 0.998
H 2.381 6.876 2.798
H 0.768 6.230 2.232
H -0.924 3.351 2.057
H -0.012 4.607 1.083
H -1.620 2.413 -0.537
H -2.598 3.562 0.502
H -2.685 4.964 -1.332
H -1.040 5.596 -0.824
H -1.273 5.092 -3.314
H 0.127 4.119 -2.639
H -0.922 2.062 -3.168
H -2.624 2.670 -2.563
H -3.019 2.775 -4.878
H -1.369 2.863 -5.304
H -3.849 -0.603 0.882
H -6.694 -4.643 -0.481
H -6.454 -1.351 1.124
H -2.777 -5.793 -0.881
H -4.088 -5.640 0.434
H -2.364 -8.689 0.846
H -3.827 -7.848 1.724
H -3.605 -7.708 -0.097
H 0.720 -4.822 1.359
H 1.825 -5.027 -0.646
H 0.366 -6.039 -1.131
H -0.921 -3.954 -2.087
H 0.700 -4.302 -2.871
H 0.632 -2.896 -1.703

=====

Record 6
52
Properties=species:S:1:pos:R:3 method="wB97M-V/def2-TZVPD" multiplicity=3 s2=2.016 charge=0
Pt 0.001 1.069 0.368
C 2.724 -2.275 0.843
P 2.009 -0.573 0.637
C 2.875 -0.142 -0.925
C 3.056 0.300 1.892
C 2.930 1.822 1.834
P 1.171 2.334 1.885
C 1.238 4.123 1.593
C 0.742 2.232 3.646
H 3.804 -2.273 0.674
H 2.259 -2.954 0.128
H 2.520 -2.648 1.848
H 3.956 -0.264 -0.826
H 2.642 0.879 -1.226
H 2.512 -0.801 -1.716
H 4.097 -0.008 1.752
H 2.744 -0.066 2.875
H 3.333 2.194 0.888
H 3.494 2.301 2.641
H 1.883 4.619 2.322
H 0.229 4.529 1.662
H 1.610 4.312 0.586
H 1.480 2.759 4.255
H 0.676 1.189 3.954
H -0.244 2.672 3.797
S -4.249 1.734 2.295
C -2.753 1.583 1.592
S -1.640 0.343 2.113
S -2.113 2.574 0.355
C -3.375 -3.201 -1.378
N -2.861 -2.140 -0.478
C -3.553 -0.845 -0.770
C -1.328 -2.033 -0.485
C -0.847 -1.239 -1.652
C -0.804 -1.824 -2.919
C -0.521 -1.061 -4.039
C -0.310 0.303 -3.874
C -0.327 0.868 -2.607
C -0.545 0.119 -1.438
H -4.437 -3.332 -1.184
H -2.836 -4.127 -1.189
H -3.220 -2.877 -2.404
H -3.105 -2.391 0.482
H -3.249 -0.518 -1.760
H -3.258 -0.122 -0.020
H -4.624 -1.025 -0.724
H -0.979 -3.066 -0.444
H -1.080 -1.509 0.442
H -0.985 -2.889 -3.032
H -0.474 -1.517 -5.019
H -0.118 0.926 -4.739
H -0.150 1.935 -2.515

=====

Record 7
12
Properties=species:S:1:pos:R:3 method="wB97M-V/def2-TZVPD" multiplicity=1 charge=0 smiles="O=C1C[C@H]2C[C@@H]12"
O -1.212 2.193 0.012
C -0.668 1.121 -0.048
C -1.147 -0.240 -0.606
C -0.033 -0.841 0.229
C 1.308 -0.445 -0.229
C 0.488 0.504 0.702
H -2.157 -0.489 -0.267
H -1.057 -0.403 -1.683
H -0.133 -1.623 0.969
H 1.526 0.358 -0.902
H 2.128 -1.001 0.223
H 0.957 0.865 1.600

=====

Record 8
61
Properties=species:S:1:pos:R:3 method="wB97M-V/def2-TZVPD" multiplicity=4 s2=3.788 charge=+2
P -0.077 -1.849 -5.177
P 0.005 1.924 -4.771
C -0.399 -0.544 -6.387
C 0.396 0.761 -6.281
H -1.508 -0.425 -6.495
H -0.096 -1.038 -7.319
H 1.501 0.636 -6.384
H 0.142 1.338 -7.165
C -1.457 2.760 -5.480
H -1.807 3.544 -4.790
H -2.290 2.090 -5.766
H -1.180 3.269 -6.423
C 1.285 3.136 -5.260
H 1.003 3.577 -6.215
H 2.249 2.628 -5.376
H 1.290 3.901 -4.472
C -1.331 -3.132 -5.411
H -1.203 -3.910 -4.651
H -1.140 -3.576 -6.384
H -2.320 -2.680 -5.373
C 1.466 -2.618 -5.696
H 2.251 -1.873 -5.921
H 1.166 -3.100 -6.645
H 1.804 -3.401 -4.997
Re -0.536 -0.075 -1.283
C 0.609 2.095 -3.079
C -0.658 1.788 -2.293
C -1.798 0.842 -2.843
C -1.677 -0.740 -3.216
C -0.396 -1.634 -3.435
C 0.826 -1.180 -2.670
C 1.759 -0.205 -3.422
C 1.921 1.197 -2.947
C 0.021 -1.649 -0.030
H 0.917 3.082 -2.691
H -1.199 2.667 -1.883
H -2.116 1.299 -3.809
H -2.734 0.938 -2.246
H -2.419 -1.348 -2.667
H -2.118 -0.621 -4.229
H -0.628 -2.695 -3.172
H 1.389 -2.056 -2.260
H 1.458 -0.156 -4.494
H 2.745 -0.725 -3.485
H 2.345 1.182 -1.923
H 2.708 1.670 -3.594
H 0.871 -1.447 0.637
H 0.205 -2.598 -0.587
H -0.891 -1.758 0.576
Te 0.009 1.398 0.620
C -0.179 0.548 2.645
C -1.434 0.315 3.223
C -1.492 -0.206 4.537
C -0.336 -0.463 5.264
C 0.914 -0.203 4.673
C 0.989 0.314 3.369
H -2.321 0.549 2.661
H -2.469 -0.413 4.982
H -0.386 -0.880 6.280
H 1.827 -0.405 5.227
H 1.948 0.554 2.905

=====

Record-wise E values, in eV: -81656.9574, -155069.0720, -56629.7842, -60831.5664, -63558.3258, -72882.3448, -7327.0881, -50338.9720